No. 1
This record from the OMol25 dataset describes an isolated molecule of CH4NO at a distorted geometry. The level of theory is ωB97M-V/def2-TZVPD.

For the energy above the lowest of the compared OMol25 structures with the same formula, charge and spin, the calculation gives 11.6 kcal per mole. As for the frontier orbital gap (spin up / spin down): 11.2 / 7.9 eV. For the maximum force, the calculation gives 4.34 eV/Å. The spin multiplicity is 2.

Atoms and positions in Å:
N1 -0.020 -1.170 0.425
C1 -0.136 0.409 0.329
O1 0.316 0.930 -0.780
H1 0.461 -1.306 -0.489
H2 -0.974 -1.674 0.028
H3 0.303 0.641 1.326
H4 -1.358 0.635 0.430

Atomic partial charges in e from the Löwdin method, atoms 1 to 5: number 1, N, carries -0.05; number 2, C, carries -0.43; number 3, O, carries 0.02; number 4, H, carries 0.04; number 5, H, carries 0.11

No. 2
This record from the OMol25 dataset describes a 2-piece molecular cluster, CH4NO2 overall at a distorted geometry. The level of theory is ωB97M-V/def2-TZVPD.

For the energy above the lowest of the compared OMol25 structures with the same formula, charge and spin, the calculation gives 4.7 kcal per mole. As for the frontier orbital gap (spin up / spin down): 10.0 / 10.5 eV. For the maximum force, the calculation gives 2.22 eV/Å. The spin multiplicity is 2.

Atoms and positions in Å:
O1 0.228 1.940 -0.560
H1 0.487 1.024 -0.445
C1 -0.053 -1.073 -0.432
N1 -0.030 -1.290 0.980
O2 -0.977 -0.682 -1.043
H2 -0.154 2.049 -1.438
H3 0.889 -1.445 1.383
H4 -0.391 -0.522 1.554

Atomic partial charges in e from the Löwdin method, atoms 1 to 5: number 1, O, carries -0.06; number 2, H, carries -0.03; number 3, C, carries -0.28; number 4, N, carries 0.08; number 5, O, carries 0.08

No. 3
This record from the OMol25 dataset describes an isolated ion of composition CH4NO2 and charge +1 at a distorted geometry. The level of theory is ωB97M-V/def2-TZVPD.

For the energy above the lowest of the compared OMol25 structures with the same formula, charge and spin, the calculation gives 103.3 kcal per mole. The SMILES is [NH3+]C1OO1. As for the frontier orbital gap: 12.4 eV. For the maximum force, the calculation gives 3.24 eV/Å. Its total charge is +1.

Atoms and positions in Å:
N1 -0.609 0.471 0.250
C1 0.551 -0.260 -0.319
O1 0.774 -1.338 0.449
O2 0.309 -1.371 -0.939
H1 -0.253 0.774 1.204
H2 -1.464 -0.090 0.182
H3 -0.695 1.365 -0.291
H4 1.386 0.449 -0.536

Atomic partial charges in e from the Löwdin method, atoms 1 to 5: number 1, N, carries 0.29; number 2, C, carries -0.45; number 3, O, carries 0.16; number 4, O, carries 0.19; number 5, H, carries 0.22

No. 4
This record from the OMol25 dataset describes an isolated ion of composition CH4NO2 and charge +1 at a distorted geometry. The level of theory is ωB97M-V/def2-TZVPD.

For the energy above the lowest of the compared OMol25 structures with the same formula, charge and spin, the calculation gives 178.4 kcal per mole. As for the frontier orbital gap: 10.2 eV. For the maximum force, the calculation gives 3.80 eV/Å. Its total charge is +1.

Atoms and positions in Å:
C1 -1.399 -0.229 -0.024
N1 0.235 -0.667 0.127
O1 2.312 -0.068 -0.036
O2 0.974 0.327 -0.092
H1 -1.320 -0.365 -1.099
H2 -1.516 0.880 0.220
H3 -1.996 -0.735 0.785
H4 2.711 0.856 0.119

Atomic partial charges in e from the Löwdin method, atoms 1 to 5: number 1, C, carries 0.11; number 2, N, carries 0.23; number 3, O, carries 0.12; number 4, O, carries 0.01; number 5, H, carries 0.09

Q: What is the maximum force in the first record?
A: 4.34 eV/Å

Q: Among the records above, which one has the highest maximum force?
A: CH4NO

Q: Among the records above, which one has the lowest energy above the lowest of the compared OMol25 structures with the same formula, charge and spin?
A: number 2